No. 1
Here is a structure of composition C6H9O2 at a distorted geometry from OMol25. Energies are from the ωB97M-V functional and the def2-TZVPD basis.

```
17
C6H9O2 the ωB97M-V functional and the def2-TZVPD basis
C -2.05 0.27 0.06
C 0.06 -1.72 0.73
C 0.44 -0.55 1.67
C -0.11 -0.28 0.25
C 0.56 1.64 -1.27
C 0.77 0.14 -0.95
O -2.73 -0.75 -0.12
O -2.13 1.47 0.09
H 0.94 -2.32 0.53
H -0.87 -2.36 0.94
H -0.17 -0.44 2.67
H 1.48 -0.44 1.90
H 0.23 2.23 -0.38
H -0.16 1.67 -2.13
H 1.41 2.16 -1.65
H 1.80 -0.10 -0.68
H 0.53 -0.63 -1.67
```

Calculated values
* maximum force: 3.72 eV/Å
* ΔE to the lowest compared entry with this formula, charge and spin: 46.9 kcal per mole
* energy: -384.4708 a.u.
* charge: -1

natural (NBO) atomic charge list, values in e, 2 entries: atom 1 (C): 0.91, atom 2 (C): -0.47

No. 2
Here is a structure of composition C6H9O2 at a distorted geometry from OMol25. Energies are from the ωB97M-V functional and the def2-TZVPD basis.

```
17
C6H9O2 the ωB97M-V functional and the def2-TZVPD basis
O -2.93 0.19 -1.52
C -2.60 0.33 -0.34
O -2.76 1.29 0.45
C -1.82 -0.84 0.35
C -0.42 -0.41 0.72
C 0.55 -0.12 -0.46
C 2.90 0.62 -0.47
C 2.00 -0.40 -0.28
H -2.34 -1.01 1.29
H -1.79 -1.78 -0.22
H -0.45 0.51 1.31
H 0.08 -1.24 1.24
H 0.50 0.95 -0.72
H 0.19 -0.76 -1.27
H 2.75 1.63 -0.85
H 3.91 0.51 -0.05
H 2.23 0.51 0.81
```

Calculated values
* maximum force: 3.34 eV/Å
* ΔE to the lowest compared entry with this formula, charge and spin: 117.2 kcal per mole
* 2S+1: 2
* energy: -384.2260 a.u.

Löwdin atomic charge list, values in e, 2 entries: atom 1 (O): -0.05, atom 2 (C): -0.77

No. 3
Here is the molecule C6H9O2P at a distorted geometry from OMol25. Energies are from the ωB97M-V functional and the def2-TZVPD basis.

```
18
C6H9O2P the ωB97M-V functional and the def2-TZVPD basis
C 1.92 -0.48 -0.74
C 0.95 -0.56 0.51
C -0.43 -0.09 0.17
C -0.72 1.30 0.07
O 0.36 2.07 0.24
C -2.02 1.59 0.01
P -2.97 0.06 -0.22
C -1.49 -0.90 0.16
O -1.46 -2.21 0.15
H 1.42 -1.10 -1.43
H 2.93 -0.93 -0.47
H 2.05 0.59 -1.07
H 1.49 0.04 1.16
H 0.87 -1.57 0.90
H 0.21 2.99 0.10
H -2.65 2.51 -0.13
H -3.77 0.06 0.90
H -2.31 -2.53 -0.12
```

Calculated values
* maximum force: 3.18 eV/Å
* ΔE to the lowest compared entry with this formula, charge and spin: 0.0 kcal per mole
* energy: -725.7866 a.u.

natural (NBO) atomic charge list, values in e, 2 entries: atom 1 (C): -0.60, atom 2 (C): -0.42